No. 1
Molecular formula: C47H51BN8S5Se2Te2Zr
Method: DFT, ωB97M-V/def2-TZVPD

Geometry (Å):
Te: -0.76712 -5.96563 -2.59130
Te: -0.70605 -3.83629 -4.23457
Zr: -0.87970 -3.26123 -0.98118
Se: 0.48491 -2.06984 -2.91023
Se: -2.59676 -5.31527 -1.01708
S: -3.23156 0.02384 1.19940
S: -5.30459 -2.92492 2.93440
S: -2.93000 -2.06556 -2.09664
S: 4.51366 -4.95003 -2.74756
S: 0.55596 -1.27755 0.36786
N: -1.87331 1.70763 -1.70114
N: 1.02270 1.90945 -1.88874
N: 0.54502 0.93447 -1.12494
N: -1.92988 0.36514 -1.60389
N: -1.30799 -3.65834 1.15539
N: -1.06032 1.46721 0.73458
N: -0.00129 2.22921 1.07768
N: 0.98211 -4.27414 -0.20930
C: -2.10753 1.89558 2.83575
C: 3.14604 -5.44764 1.06674
C: 1.28274 -0.08624 -0.63340
C: 2.59359 4.38705 -2.15718
C: -0.24752 -4.14754 1.84793
C: -6.18086 -2.59339 4.35691
C: -2.66602 4.23862 -0.65029
C: -1.04770 2.68854 3.13867
C: -2.44863 -3.45129 1.79090
C: 2.29812 1.93381 -2.18760
C: 6.06090 -5.64824 -2.90832
C: -2.80354 -0.38689 -2.27555
C: -0.32403 -4.38959 3.22902
C: -3.66604 1.71890 -3.12868
C: -3.85623 -3.24261 3.83377
C: -1.44213 4.48281 -2.83064
C: 2.78034 3.11853 -3.00900
C: 4.25064 2.98771 -3.40382
C: -2.60311 -3.58814 3.18478
C: 1.92758 3.21972 -4.28487
C: 3.21198 -5.17973 -0.29321
C: 4.38320 -5.48288 -1.09815
C: -5.41176 -2.70720 5.47623
C: -2.74669 2.44463 -2.33925
C: -3.95114 4.60715 -2.77205
C: -4.08590 -3.08373 5.17943
C: 3.14958 0.90441 -1.73530
C: 1.30170 3.57658 2.59168
C: 0.94225 5.07021 2.59996
C: 0.05388 2.78639 2.24463
C: 2.00995 -5.10712 1.80481
C: 2.07848 -4.58686 -0.87462
C: 0.79172 -4.99297 3.89364
C: -4.62801 -0.42112 -4.00310
C: 3.50676 -1.26700 -0.53028
C: -3.68956 0.34612 -3.14353
C: 2.40387 3.32137 1.56030
C: 1.90187 -5.34397 3.21325
C: 0.93529 -4.50278 1.12641
C: 1.80244 3.14517 3.97687
C: -2.71618 3.94539 -2.16174
C: -3.29410 1.76251 3.73111
C: 6.46709 -6.26606 -1.76551
C: -2.07946 1.16744 1.59549
C: 5.51230 -6.17074 -0.73084
C: -1.50858 -4.05815 3.89185
C: 2.66025 -0.12001 -0.97482
B: -0.91650 1.06930 -0.72011
H: 4.19688 0.91621 -2.00294
H: -3.92341 5.67221 -2.54835
H: 1.83590 5.65833 2.80891
H: -1.57757 -4.23038 4.95806
H: -4.37219 2.25849 -3.74299
H: -1.45812 4.28935 -3.90470
H: -3.49496 3.75233 -0.13123
H: 0.86814 3.15768 -4.04978
H: 4.55940 -1.06851 -0.71936
H: 2.17675 2.41648 -4.98030
H: 3.35291 -1.47262 0.52865
H: -5.28454 -1.03410 -3.38249
H: 2.73379 -5.81777 3.71785
H: -4.20811 1.69505 3.14308
H: -5.78288 -2.53055 6.47433
H: -3.32595 -3.21361 5.93670
H: 1.57226 4.45951 -1.78528
H: -3.35200 2.60523 4.41796
H: 0.54791 5.37685 1.62961
H: 0.19781 5.29766 3.36461
H: 4.42677 2.08371 -3.98987
H: -4.87233 4.20025 -2.35137
H: -1.05223 3.26039 4.05736
H: 2.11805 4.17223 -4.77899
H: -3.31262 -3.22027 1.18437
H: 3.27620 4.38987 -1.30536
H: 4.52708 3.84121 -4.02145
H: -2.74663 5.31275 -0.48860
H: 2.09552 3.64431 0.56623
H: 4.90805 2.98555 -2.53269
H: 2.08188 -4.36650 -1.93566
H: 3.30031 3.87175 1.84636
H: 3.97902 -5.91607 1.57457
H: -1.72622 3.89850 -0.21345
H: -4.07126 -1.11216 -4.63842
H: -1.37782 5.56020 -2.67792
H: 2.71140 3.69421 4.22168
H: -5.23180 0.23662 -4.62326
H: -7.22347 -2.32672 4.29255
H: 2.64996 2.25869 1.51274
H: 3.21010 -2.16153 -1.08478
H: 5.65631 -6.61332 0.24402
H: -3.22846 0.84410 4.31869
H: -3.97212 4.49785 -3.85721
H: 1.06848 3.34995 4.75648
H: -0.56219 4.00779 -2.40106
H: 2.80362 5.26905 -2.76236
H: 7.41614 -6.77023 -1.66535
H: 2.03261 2.07811 3.98721
H: 6.58665 -5.56740 -3.84591
H: 0.71985 -5.17500 4.95808

Cartesian forces (eV/Å) of the 2 atoms listed first:
Te 0.1 0.1 -0.1
Te 0.0 0.0 -0.6

Values from the calculation:
HOMO	-12.1	eV
charge	+2
LUMO level	-0.213	Eh
ΔE to the lowest compared entry with this formula, charge and spin	57.70	kJ/mol
multiplicity	1
E	-9661.20812	hartree


No. 2
Molecular formula: C47H51N3O4P3PtS3Se2Si
Method: DFT, ωB97M-V/def2-TZVPD

Geometry (Å):
Pt: 0.86258 -1.44656 0.47186
Se: 0.41516 0.70251 3.49508
Se: -2.04813 3.62935 -3.43689
S: 2.81289 -5.67666 3.37378
S: 1.78326 -3.08320 1.70831
S: -1.72299 -1.18343 2.61781
P: -0.95608 1.86860 2.18580
P: -1.66005 3.80670 -1.38340
P: 2.41219 -5.03993 1.56651
Si: 0.93713 -2.11862 -1.73686
O: -2.04841 0.16742 2.03829
O: -2.44174 -1.42300 3.83350
O: -0.16253 -0.96898 3.00152
O: -1.66900 -2.20061 1.63260
N: 0.80707 0.93442 -1.06940
N: 0.33610 0.67668 0.14887
N: 0.19040 1.94121 -1.60556
C: 5.67271 -4.14603 -0.73617
C: -0.01352 7.14407 0.41419
C: 1.67604 -0.04428 -3.74695
C: -4.18674 2.37953 4.66404
C: -0.68815 5.30609 -1.00202
C: -0.60921 1.63077 0.42752
C: 1.15373 4.89054 4.05655
C: -2.44327 2.54479 3.01096
C: 2.18380 4.55812 1.91410
C: -1.02534 -7.52340 -0.22302
C: -5.00669 2.61145 0.57927
C: 0.20504 3.29614 2.49709
C: -0.88644 -2.13252 -2.37748
C: -0.93071 -2.56540 -3.85165
C: 1.14034 6.73889 -1.65101
C: -3.19837 3.83972 -0.43445
C: -0.83627 6.05642 0.16007
C: -0.13577 -6.02221 1.43013
C: 0.20899 -7.55921 -0.85264
C: 4.45407 -6.42653 0.27094
C: -3.93876 5.01497 -0.31852
C: -3.15371 1.79310 3.94656
C: -5.73053 3.78583 0.71093
C: -3.82846 4.45596 3.52227
C: 2.19184 -1.23519 -2.92783
C: -5.19844 4.98730 0.25614
C: -1.65185 -3.19471 -1.56980
C: -3.74630 2.63409 -0.00102
C: 1.10701 -6.05106 0.79812
C: 5.61241 -6.53493 -0.48207
C: -4.53292 3.70501 4.45082
C: 3.88202 -5.17654 0.50216
C: 0.98272 7.48245 -0.48890
C: 4.50716 -4.03788 0.01157
C: -1.63669 -0.80663 -2.24087
C: 0.19265 3.93891 3.73902
C: 3.39013 -0.75430 -2.09870
C: 2.71017 -2.27387 -3.94244
C: -1.19698 -6.74914 0.91858
C: 1.23140 3.60360 1.59763
C: 2.14456 5.20768 3.14042
C: 1.39310 -3.94033 -1.78139
C: -0.70746 2.42042 -0.72274
C: -2.78187 3.87994 2.82317
C: 0.30397 5.66431 -1.91275
C: 6.22129 -5.39363 -0.99109
C: 1.27147 -6.81925 -0.34834
H: 2.44587 0.23085 -4.48051
H: -1.60801 -3.00606 -0.49650
H: -3.19746 1.70768 -0.12395
H: 1.12495 5.37889 5.02260
H: -1.17886 -0.00184 -2.81648
H: -0.26500 -5.41301 2.31644
H: -5.34700 4.15184 5.00817
H: 1.47554 0.82730 -3.13359
H: -0.57468 3.70219 4.46542
H: 0.76803 -0.27245 -4.30634
H: -2.70731 -3.18303 -1.87290
H: -2.66425 -0.93215 -2.60725
H: 3.18435 -3.13170 -3.46596
H: 3.90119 -1.58824 -1.61285
H: -1.27050 -4.20101 -1.75564
H: -1.60818 5.81529 0.87344
H: 2.89058 5.95394 3.38409
H: -3.53640 5.94596 -0.69991
H: -2.22705 4.47924 2.12336
H: -0.49067 -1.82894 -4.52410
H: 1.16024 -4.38158 -2.75566
H: -1.97755 -2.69957 -4.15341
H: 3.08041 -0.04816 -1.32709
H: 0.40955 5.08903 -2.82449
H: 2.95844 4.79438 1.19573
H: -2.16228 -6.70430 1.40676
H: -2.91194 0.75919 4.13640
H: 3.99824 -7.31268 0.69651
H: 6.14663 -3.25174 -1.12260
H: 1.91585 -2.64316 -4.59641
H: -0.14775 7.71473 1.32468
H: 4.06953 -3.06941 0.22031
H: 7.12866 -5.47882 -1.57657
H: 4.11704 -0.25574 -2.75469
H: 1.29303 3.09823 0.64294
H: 3.46399 -1.79581 -4.58096
H: 0.34674 -8.15022 -1.74995
H: 6.04669 -7.51010 -0.66507
H: 2.21810 -6.82369 -0.87215
H: -5.41645 1.67206 0.92794
H: 1.63232 8.32609 -0.29033
H: 2.44775 -4.11429 -1.57773
H: -6.71266 3.76704 1.16701
H: -4.72214 1.78492 5.39324
H: -1.85659 -8.08976 -0.62510
H: -0.42347 -3.51983 -4.01476
H: 1.91378 6.99927 -2.36246
H: -1.69758 -0.49242 -1.19514
H: 0.80639 -4.45985 -1.02623
H: -5.77054 5.90292 0.34342
H: -4.08956 5.48957 3.33605

Cartesian forces (eV/Å) of the 2 atoms listed first:
Pt 0.2 0.8 0.1
Se -0.5 -0.7 -0.2

Values from the calculation:
HOMO	-5.1	eV
charge	-1
LUMO level	0.062	Eh
ΔE to the lowest compared entry with this formula, charge and spin	338.46	kJ/mol
multiplicity	1
E	-9717.29352	hartree


No. 3
Molecular formula: C47H52CuN6O2SSiTe
Method: DFT, ωB97M-V/def2-TZVPD

Geometry (Å):
Te: -1.70820 2.38319 2.69191
Cu: -0.48044 -0.35967 -0.38599
S: -2.41506 0.09185 -1.78538
Si: 0.79930 -2.89789 -2.05794
O: 0.92397 1.37229 -0.96197
O: -0.34405 4.09216 1.10293
N: -0.68490 1.72634 1.18050
N: 0.69749 -1.52218 2.37307
N: -4.51738 -1.47383 -1.44388
N: -2.98418 -1.77543 0.15929
N: -1.75273 -1.51182 0.70879
N: 0.96267 -1.27666 -1.54429
C: -3.93954 3.42883 4.65487
C: -7.04770 5.75988 1.50209
C: 5.19580 3.15447 1.55988
C: -1.99817 -0.13203 4.27959
C: 0.95929 -3.09616 -3.92982
C: -4.34474 -1.10706 3.16686
C: -3.81422 0.08151 2.66696
C: 4.34403 1.09702 -2.44469
C: -3.29055 -1.10040 -0.93311
C: -4.51340 0.73036 1.50419
C: 3.89981 3.62890 1.72109
C: 4.34665 0.92689 1.28542
C: -4.97813 4.59964 0.67188
C: -4.26457 3.82173 3.23219
C: -4.33053 -3.10248 4.70070
C: 2.08690 0.88056 -1.61320
C: 3.20613 1.64786 -1.86195
C: 1.15928 3.71335 -1.25075
C: -0.29520 -2.41057 2.48150
C: 0.80875 2.64866 -0.51424
C: 1.40855 3.21192 1.88744
C: 0.26214 2.74751 0.91033
C: -3.82496 3.83299 0.83465
C: 1.87752 -2.68049 4.12283
C: -5.41655 4.56784 3.00912
C: -5.78860 4.96771 1.73307
C: 0.84535 -3.59948 4.23601
C: 0.90093 4.64853 1.59955
C: 5.42212 1.80226 1.34206
C: 2.03514 -0.52202 -1.87256
C: 1.74720 -1.67284 3.17996
C: -0.88708 -3.59064 -1.65165
C: 2.01962 -4.09096 -1.23489
C: 2.81699 2.75790 1.66324
C: -3.74470 -1.81097 4.19677
C: -2.64200 0.56943 3.24689
C: -3.47293 3.45206 2.13493
C: 3.05451 1.40251 1.44539
C: 4.33380 -0.25274 -2.75518
C: -0.68053 0.31069 4.87008
C: 1.48702 5.05344 -0.76446
C: 1.50737 5.46968 0.50441
C: -2.56655 -1.31040 4.74022
C: 3.22301 -1.02615 -2.47366
C: -3.09729 3.42103 -0.41585
C: -1.49408 -2.35476 1.64144
C: -0.24847 -3.46163 3.40845
H: 1.86555 6.46588 0.73890
H: -0.96433 -4.58898 -2.09760
H: 2.21159 0.72130 1.36722
H: -5.23204 -1.51238 2.69148
H: -5.09111 -3.48147 4.01803
H: -1.69043 -2.97066 -2.05619
H: -5.12702 -0.01251 0.99809
H: -5.11648 -1.99261 -0.82224
H: -0.30047 -0.45316 5.54828
H: -2.05412 -1.87090 5.51677
H: -5.25225 4.89815 -0.33633
H: -7.81858 5.13785 1.04170
H: 5.21302 1.71721 -2.62381
H: -3.66962 2.65992 -0.95187
H: 6.43015 1.43558 1.19144
H: -3.80383 1.11209 0.76779
H: -0.77552 1.24468 5.42965
H: -2.98075 4.28334 -1.07537
H: -3.97092 2.34483 4.79620
H: 0.76058 -4.13289 -4.22228
H: -1.07764 -4.15684 3.45812
H: -4.66357 3.87266 5.33750
H: 2.03434 -3.91160 -0.15461
H: -1.04878 -3.68839 -0.57608
H: 1.69536 -5.12446 -1.39949
H: -3.55783 -3.86654 4.80761
H: -2.23490 -3.13140 1.82883
H: -2.12374 2.98882 -0.23240
H: 0.89562 -4.41075 4.95213
H: -7.44817 6.14883 2.43868
H: 0.07398 0.45761 4.09320
H: 1.09995 2.94692 2.90311
H: 6.02967 3.84560 1.60017
H: -5.15702 1.55115 1.83005
H: 4.50426 -0.12319 1.06708
H: 1.93937 -2.81517 -4.31966
H: -6.03155 4.84924 3.85842
H: 5.20148 -0.71785 -3.21194
H: 1.85134 5.73662 -1.52535
H: -4.93811 -0.82957 -2.08886
H: -6.86606 6.60203 0.83260
H: 3.04574 -3.99962 -1.59875
H: -2.94642 3.77119 4.95506
H: 1.43115 3.51314 -2.27804
H: 2.53739 -0.93974 3.07101
H: 3.73075 4.68698 1.88611
H: -4.79442 -2.96812 5.68105
H: 3.26492 -2.08364 -2.69808
H: 0.71843 5.25346 2.49019
H: 0.21391 -2.45902 -4.41569
H: 2.76364 -2.73842 4.74077
H: 3.23872 2.68238 -1.56305

Cartesian forces (eV/Å) of the 2 atoms listed first:
Te 0.0 -0.3 0.0
Cu 0.0 -0.2 -0.2

Values from the calculation:
HOMO	-3.3	eV
charge	-1
LUMO level	0.071	Eh
multiplicity	1
E	-4897.39225	hartree


No. 4
Molecular formula: C47H52N5P2S2SiZn
Method: DFT, ωB97M-V/def2-TZVPD

Geometry (Å):
Zn: 1.50085 0.16234 0.96220
S: -2.74442 -0.87111 -5.22062
S: 5.53293 -2.12900 0.25262
P: 0.84384 0.21684 -1.59047
P: -0.56597 -1.30881 0.37284
Si: 1.82842 -0.94745 4.20794
N: -0.59248 -0.63823 -1.20716
N: 2.77412 1.69849 1.57047
N: 1.73061 0.19893 2.91336
N: -0.20649 1.68107 0.93469
N: 3.16381 -1.26359 0.56337
C: -3.40235 -1.30076 0.56491
C: -0.88117 2.45040 -2.15860
C: -3.79472 0.53887 -4.76268
C: -1.26908 -5.26716 1.10433
C: 3.91699 3.05367 -0.08609
C: 4.25698 -3.26763 0.36112
C: 2.17704 -1.81948 -5.50953
C: -1.32892 -3.88371 1.15062
C: 1.34757 -0.71059 -5.57856
C: -1.67634 -0.70960 -2.19393
C: -3.36717 0.07480 2.98018
C: 1.29370 3.97921 -2.96187
C: 0.94070 -0.06986 -4.41979
C: -2.18319 -0.93653 1.13587
C: 0.38134 1.87681 -2.19897
C: 1.21954 -0.34048 5.90170
C: 3.97767 3.58745 2.36313
C: -4.65669 4.60446 1.23626
C: 0.03031 4.54988 -2.89618
C: 2.20056 -1.65068 -3.11750
C: 4.39594 -0.86688 0.43749
C: -3.51601 2.59269 0.60334
C: -0.56093 -5.90117 0.09462
C: -1.92563 -2.07700 -2.82091
C: 1.46395 2.64967 -2.62200
C: -2.32282 4.35298 1.76171
C: -4.57498 -0.22908 2.37064
C: 2.90500 2.11825 3.92381
C: -0.68191 -3.12010 0.18034
C: -1.15138 2.32385 1.04520
C: 3.63629 3.25165 3.67485
C: 3.63880 -1.47992 4.43808
C: 0.04752 -3.76463 -0.81712
C: 3.07355 -2.62598 0.53101
C: 2.60453 -2.29095 -4.27702
C: -1.05570 3.78076 -2.50956
C: -4.59098 -0.92145 1.16868
C: 2.46756 1.32451 2.84352
C: -3.06630 -2.01559 -3.83189
C: -3.48988 5.09372 1.80785
C: 1.35657 -0.54242 -3.17676
C: 3.53262 2.77693 1.33757
C: -2.33277 3.09913 1.14924
C: 0.09635 -5.14703 -0.86710
C: 0.75147 -2.40983 3.66894
C: -4.66915 3.35060 0.63963
C: -2.17647 -0.26269 2.35621
H: 0.29875 0.79707 -4.49305
H: -2.60756 -0.34667 -1.74518
H: 1.85426 0.44700 6.30484
H: -5.55849 5.20016 1.24997
H: 3.95359 3.88304 4.49414
H: -4.80192 0.18888 -4.54969
H: 4.69421 0.16781 0.46880
H: 4.22698 -0.63237 4.79211
H: 4.58202 4.45567 2.14588
H: 3.41982 3.95497 -0.44401
H: -3.38236 1.07233 -3.90750
H: 4.44654 -4.32383 0.30647
H: 1.01637 -0.34132 -6.53924
H: -5.53637 -1.16984 0.70547
H: -1.41516 -0.02738 -3.00483
H: 2.44478 2.19423 -2.68832
H: -3.42866 -1.91085 -0.32837
H: -0.52446 -6.98084 0.05364
H: -4.00023 -1.70162 -3.36507
H: -5.50489 0.05778 2.84154
H: 3.62217 2.21904 -0.71830
H: -3.22178 -2.99458 -4.28197
H: 0.56413 -3.17403 -1.56418
H: -1.01713 -2.41244 -3.32591
H: 0.65345 -5.63871 -1.65295
H: -5.57803 2.96214 0.20246
H: 0.88339 -3.25763 4.34019
H: 4.09062 -1.82899 3.50891
H: -2.17619 -2.81257 -2.05351
H: 2.11573 -3.11028 0.63170
H: -1.87941 -3.39612 1.94374
H: -3.35199 0.57893 3.93676
H: -1.73100 1.86032 -1.84681
H: -1.41051 4.73379 2.19871
H: 4.99453 3.19806 -0.16292
H: 2.54452 -2.00381 -2.15084
H: -0.30790 -2.15217 3.67427
H: 3.25888 -3.15076 -4.22604
H: -3.52577 1.60173 0.17025
H: 1.23342 -1.15815 6.62303
H: 2.64009 1.82431 4.92528
H: -1.77096 -5.85284 1.86204
H: 1.00688 -2.73955 2.66249
H: -3.49053 6.06094 2.28903
H: -3.81821 1.19963 -5.62531
H: -0.10664 5.59414 -3.13992
H: 2.49123 -2.31577 -6.41721
H: -1.22764 -0.00994 2.81431
H: 0.20190 0.04718 5.85595
H: 3.72940 -2.27361 5.17911
H: 2.14540 4.57458 -3.26277
H: -2.04247 4.22441 -2.47123

Cartesian forces (eV/Å) of the 2 atoms listed first:
Zn -0.1 -0.8 -0.8
S -0.2 0.0 0.0

Values from the calculation:
HOMO	-9.6	eV
charge	+1
LUMO level	-0.081	Eh
ΔE to the lowest compared entry with this formula, charge and spin	40.35	kJ/mol
multiplicity	1
E	-5643.85361	hartree


Look up the HOMO of the first one. -12.1 eV